(1)
C3H5NO2S | the ωB97M-V functional and the def2-TZVPD basis

Output
Frontier orbital gap ... 0.330 Ha
Relative energy (zero: lowest compared OMol25 entry of this formula, charge and spin) ... 7.063 eV
LUMO energy ... -0.4872 eV
Maximum force ... 5.13 eV/Å

Last column: natural (NBO) charge in e.
Positions of all 12 atoms, in Å:
C1 -0.282 -1.302 0.319  -0.495
C2 1.732 0.989 0.337  -0.032
C3 -1.505 0.541 -0.985  0.516
H1 -0.367 -2.354 -0.413  0.265
H2 -1.374 -1.154 1.085  0.231
H3 0.925 -1.385 1.294  0.250
H4 2.360 -0.024 -0.178  0.232
H5 -1.597 1.612 -0.909  0.162
N1 -0.262 -0.069 -0.596  -0.226
O1 0.270 1.112 0.122  -0.406
O2 -2.537 -0.056 -1.246  -0.535
S1 2.639 2.092 1.169  0.040


(2)
C3H5NO2S | the ωB97M-V functional and the def2-TZVPD basis

Output
Frontier orbital gap ... 0.363 Ha
Relative energy (zero: lowest compared OMol25 entry of this formula, charge and spin) ... 4.678 eV
LUMO energy ... 0.4955 eV
Maximum force ... 6.65 eV/Å

Last column: natural (NBO) charge in e.
Positions of all 12 atoms, in Å:
C1 -1.058 0.197 -1.569  -0.611
C2 -0.263 0.504 -0.247  -0.285
S1 1.451 1.243 -0.461  0.138
C3 0.870 -0.294 0.319  -0.262
N1 0.913 -0.517 2.038  0.585
O1 1.701 -1.354 2.313  -0.360
O2 0.139 0.123 2.623  -0.337
H1 -0.772 -0.751 -1.982  0.218
H2 -0.972 1.052 -2.108  0.223
H3 -2.128 -0.023 -1.324  0.216
H4 -0.963 1.072 0.449  0.251
H5 1.081 -1.255 -0.050  0.223


(3)
C3H5NO2S | the ωB97M-V functional and the def2-TZVPD basis

Output
Frontier orbital gap ... 0.342 Ha
Relative energy (zero: lowest compared OMol25 entry of this formula, charge and spin) ... 2.235 eV
LUMO energy ... 0.5335 eV
Maximum force ... 3.66 eV/Å

Last column: natural (NBO) charge in e.
Positions of all 12 atoms, in Å:
C1 -0.372 1.348 0.206  -0.444
N1 -0.341 0.002 -0.280  -0.120
C2 -1.350 -0.891 -0.301  -0.072
S1 -2.865 -0.634 0.313  -0.139
O1 0.892 -0.394 -0.862  -0.341
C3 1.809 -0.774 -0.009  0.636
O2 1.778 -0.776 1.207  -0.558
H1 -1.370 1.526 0.591  0.258
H2 0.322 1.471 1.012  0.225
H3 -0.208 2.028 -0.588  0.210
H4 -1.009 -1.872 -0.689  0.214
H5 2.713 -1.033 -0.600  0.134


(4)
C3H5NO2S | the ωB97M-V functional and the def2-TZVPD basis

Output
Frontier orbital gap ... 0.312 Ha
Relative energy (zero: lowest compared OMol25 entry of this formula, charge and spin) ... 1.598 eV
LUMO energy ... -1.0463 eV
Maximum force ... 5.11 eV/Å

Last column: natural (NBO) charge in e.
Positions of all 12 atoms, in Å:
C1 -1.715 -0.418 0.134  -0.429
N1 -0.677 0.334 -0.637  -0.541
C2 0.612 0.701 -0.254  0.021
S1 1.565 1.964 -0.884  -0.102
C3 1.378 -0.461 0.417  0.706
O1 0.709 -1.523 0.604  -0.566
O2 2.666 -0.170 0.641  -0.638
H1 -1.822 -1.508 -0.309  0.222
H2 -2.733 -0.219 -0.057  0.213
H3 -1.414 -0.331 1.292  0.230
H4 -1.239 0.911 -1.189  0.401
H5 2.670 0.720 0.241  0.482


(5)
C3H5NO2S2 | the ωB97M-V functional and the def2-TZVPD basis

Output
Frontier orbital gap ... 0.283 Ha
Relative energy (zero: lowest compared OMol25 entry of this formula, charge and spin) ... 4.720 eV
LUMO energy ... -1.1408 eV
Maximum force ... 6.31 eV/Å

Last column: natural (NBO) charge in e.
Positions of all 13 atoms, in Å:
C1 2.420 -0.767 0.354  -0.295
O1 1.529 -0.068 -0.700  -0.373
N1 0.213 -0.225 -0.332  -0.275
C2 -0.674 0.764 -0.323  -0.012
S1 -0.458 2.340 0.096  -0.078
C3 -2.131 0.180 -0.224  0.187
O2 -3.069 1.085 -0.153  -0.651
S2 -2.670 -1.352 0.073  -0.048
H1 3.462 -1.035 0.070  0.222
H2 2.326 0.017 1.317  0.208
H3 1.914 -1.782 0.735  0.199
H4 -0.118 -1.166 -1.002  0.407
H5 -2.744 2.008 0.089  0.508


(6)
C3H5NO3 | the ωB97M-V functional and the def2-TZVPD basis

Output
Frontier orbital gap (spin up / spin down) ... 0.294 / 0.315 Ha
Relative energy (zero: lowest compared OMol25 entry of this formula, charge and spin) ... 8.011 eV
LUMO energy (spin up / spin down) ... -2.3027 / -1.9144 eV
Maximum force ... 2.27 eV/Å

Last column: natural (NBO) charge in e.
Positions of all 12 atoms, in Å:
C1 1.694 1.114 0.173  0.288
C2 0.236 1.238 0.170  -0.320
C3 -0.386 -0.901 -1.420  -0.124
N1 -1.789 -0.642 -1.383  0.423
O1 2.296 0.285 0.793  -0.484
O2 -2.311 0.141 -2.184  -0.378
O3 -2.410 -1.129 -0.423  -0.382
H1 2.247 1.805 -0.557  0.113
H2 -0.412 0.570 0.799  0.218
H3 -0.299 1.943 -0.534  0.210
H4 -0.174 -1.745 -0.745  0.217
H5 0.355 -0.507 -2.103  0.220


(7)
C3H5NO3 | the ωB97M-V functional and the def2-TZVPD basis

Output
Frontier orbital gap ... 0.284 Ha
Relative energy (zero: lowest compared OMol25 entry of this formula, charge and spin) ... 5.162 eV
LUMO energy ... -0.5581 eV
Maximum force ... 1.98 eV/Å

Last column: natural (NBO) charge in e.
Positions of all 12 atoms, in Å:
C1 -0.123 -0.832 0.284  -0.094
C2 0.360 0.751 0.576  0.495
C3 -0.980 -0.443 -0.859  0.648
O1 0.296 1.041 1.956  -0.746
O2 0.903 -1.689 -0.048  -0.667
N1 -1.362 -0.416 -1.966  -0.527
O3 1.405 1.041 -0.069  -0.806
H1 1.054 1.622 2.119  0.488
H2 1.589 -1.105 -0.433  0.503
H3 -0.726 -1.209 1.110  0.238
H4 -1.738 0.031 -2.783  0.470
H5 -0.679 1.206 0.112  -0.003


(8)
C3H5NO3 | the ωB97M-V functional and the def2-TZVPD basis

Output
Frontier orbital gap ... 0.416 Ha
Relative energy (zero: lowest compared OMol25 entry of this formula, charge and spin) ... 2.453 eV
LUMO energy ... 0.7825 eV
Maximum force ... 0.60 eV/Å

Last column: natural (NBO) charge in e.
Positions of all 12 atoms, in Å:
H1 -1.981 -1.743 0.285  0.381
N1 -1.197 -1.144 0.036  -0.753
C1 -0.966 -0.233 0.872  0.568
C2 -0.211 0.895 1.295  -0.124
O1 -1.382 0.275 2.024  -0.459
H2 -0.415 1.871 0.867  0.220
H3 0.747 0.756 1.785  0.218
O2 1.358 0.918 -0.793  -0.640
C3 1.421 0.158 -1.736  0.664
O3 0.656 -0.889 -1.969  -0.695
H4 2.166 0.274 -2.536  0.106
H5 -0.040 -1.007 -1.255  0.513


(9)
C3H5NO3 | the ωB97M-V functional and the def2-TZVPD basis

Output
Frontier orbital gap ... 0.341 Ha
Relative energy (zero: lowest compared OMol25 entry of this formula, charge and spin) ... 3.159 eV
LUMO energy ... -0.8302 eV
Maximum force ... 2.07 eV/Å

Last column: natural (NBO) charge in e.
Positions of all 12 atoms, in Å:
N1 -1.659 -0.693 0.191  -0.816
C1 -0.539 -0.213 0.833  0.602
O1 0.176 -0.880 1.542  -0.551
C2 -0.150 1.212 0.602  -0.081
O2 1.318 0.914 -0.549  -0.572
C3 1.573 -0.307 -1.086  0.639
O3 0.987 -1.342 -0.896  -0.597
H1 -2.046 -0.204 -0.606  0.389
H2 -1.574 -1.691 0.038  0.413
H3 -1.021 1.908 0.430  0.213
H4 0.525 1.627 1.332  0.232
H5 2.412 -0.330 -1.830  0.130


(10)
C3H5NO3 | the ωB97M-V functional and the def2-TZVPD basis

Output
Frontier orbital gap ... 0.372 Ha
Relative energy (zero: lowest compared OMol25 entry of this formula, charge and spin) ... 2.694 eV
LUMO energy ... 0.7673 eV
Maximum force ... 2.49 eV/Å

Last column: natural (NBO) charge in e.
Positions of all 12 atoms, in Å:
C1 -1.587 -0.873 0.876  -0.665
C2 -0.488 -0.417 0.002  0.455
N1 -0.472 -0.403 -1.260  -0.167
O1 0.729 0.083 -1.695  -0.383
C3 1.510 0.472 -0.424  0.586
O2 1.778 1.793 -0.415  -0.686
O3 0.668 0.044 0.594  -0.503
H1 -1.165 -1.422 1.715  0.236
H2 -2.263 -1.501 0.307  0.248
H3 -2.136 -0.017 1.269  0.234
H4 2.461 -0.067 -0.425  0.159
H5 0.966 2.307 -0.544  0.485


(11)
C3H5NO3 | the ωB97M-V functional and the def2-TZVPD basis

Output
Frontier orbital gap ... 0.399 Ha
Relative energy (zero: lowest compared OMol25 entry of this formula, charge and spin) ... 0.797 eV
LUMO energy ... 0.7943 eV
Maximum force ... 0.56 eV/Å

Last column: natural (NBO) charge in e.
Positions of all 12 atoms, in Å:
N1 0.514 0.416 1.593  -0.814
C1 -0.540 -0.204 0.989  0.635
O1 -1.682 -0.139 1.402  -0.588
C2 -0.226 -1.062 -0.249  -0.177
O2 -0.335 -0.313 -1.478  -0.483
C3 0.439 0.754 -1.662  0.660
O3 1.329 1.132 -0.941  -0.611
H1 1.344 0.583 1.040  0.418
H2 0.252 1.164 2.221  0.399
H3 0.742 -1.571 -0.185  0.199
H4 -1.026 -1.797 -0.329  0.229
H5 0.143 1.269 -2.586  0.133


(12)
C3H5NO3S | the ωB97M-V functional and the def2-TZVPD basis

Output
Frontier orbital gap ... 0.334 Ha
Relative energy (zero: lowest compared OMol25 entry of this formula, charge and spin) ... 1.451 eV
LUMO energy ... 0.0339 eV
Maximum force ... 4.63 eV/Å

Last column: natural (NBO) charge in e.
Positions of all 13 atoms, in Å:
N1 2.422 -0.552 -0.786  -0.836
C1 1.386 -0.389 0.170  0.888
O1 1.275 -0.962 1.260  -0.616
O2 0.493 0.467 -0.464  -0.530
C2 -0.424 0.964 0.599  0.193
O3 -1.705 1.122 -0.017  -0.499
C3 -2.420 -0.004 -0.314  0.024
S1 -1.986 -1.566 -0.051  -0.047
H1 2.242 -0.222 -1.758  0.410
H2 2.821 -1.379 -0.607  0.384
H3 -0.046 1.998 0.979  0.191
H4 -0.480 0.329 1.473  0.222
H5 -3.577 0.195 -0.482  0.217


(13)
C3H5NO3S | the ωB97M-V functional and the def2-TZVPD basis

Output
Frontier orbital gap ... 0.337 Ha
Relative energy (zero: lowest compared OMol25 entry of this formula, charge and spin) ... 1.808 eV
LUMO energy ... 0.3937 eV
Maximum force ... 5.18 eV/Å

Last column: natural (NBO) charge in e.
Positions of all 13 atoms, in Å:
O1 0.161 2.292 -1.147  -0.522
C1 0.276 1.111 -1.158  0.738
O2 1.188 0.386 -1.895  -0.678
C2 -0.779 0.184 -0.470  0.110
N1 0.016 -0.984 0.013  -0.628
C3 0.608 -0.523 1.321  -0.356
S1 -0.705 0.559 2.071  0.454
O3 -1.504 0.810 0.622  -0.638
H1 0.844 -0.584 -1.747  0.506
H2 -1.530 -0.117 -1.133  0.215
H3 -0.707 -1.677 0.286  0.377
H4 0.633 -1.376 1.949  0.220
H5 1.499 -0.080 1.289  0.203


(14)
C3H5NO3S | the ωB97M-V functional and the def2-TZVPD basis

Output
Frontier orbital gap ... 0.350 Ha
Relative energy (zero: lowest compared OMol25 entry of this formula, charge and spin) ... 2.697 eV
LUMO energy ... 0.3374 eV
Maximum force ... 1.21 eV/Å

Last column: natural (NBO) charge in e.
Positions of all 13 atoms, in Å:
O1 -2.871 1.325 0.005  -0.563
C1 -2.879 0.239 -0.520  0.500
N1 -1.929 -0.728 -0.306  -0.354
O2 -1.174 -0.605 0.860  -0.354
C2 0.045 -0.007 0.585  0.203
O3 0.864 -0.992 -0.059  -0.488
C3 2.114 -0.663 -0.366  0.053
S1 2.872 0.748 -0.088  -0.091
H1 -3.594 -0.045 -1.270  0.122
H2 -2.155 -1.702 -0.436  0.388
H3 0.489 0.278 1.539  0.199
H4 -0.048 0.890 -0.071  0.193
H5 2.616 -1.516 -0.851  0.194


(15)
C3H5NO4 | the ωB97M-V functional and the def2-TZVPD basis

Output
Frontier orbital gap ... 0.296 Ha
Relative energy (zero: lowest compared OMol25 entry of this formula, charge and spin) ... 9.122 eV
LUMO energy ... 0.1828 eV
Maximum force ... 13.98 eV/Å

Last column: natural (NBO) charge in e.
Positions of all 13 atoms, in Å:
C1 1.240 -0.440 -0.001  0.766
C2 -0.991 -1.139 0.391  -0.148
C3 -2.198 -0.293 -0.276  0.405
H1 -0.547 1.236 0.704  0.502
H2 1.940 1.326 -0.994  0.378
H3 -1.397 -2.120 1.329  0.217
H4 -0.822 -1.796 -0.740  0.231
H5 -3.052 -0.836 -0.685  0.157
N1 1.465 0.994 -0.130  -0.235
O1 0.696 1.798 0.275  -0.546
O2 1.885 -1.502 -0.497  -0.639
O3 0.038 -0.364 0.762  -0.565
O4 -1.954 0.876 -0.463  -0.524


(16)
C3H5NOS | the ωB97M-V functional and the def2-TZVPD basis

Output
Frontier orbital gap ... 0.358 Ha
Relative energy (zero: lowest compared OMol25 entry of this formula, charge and spin) ... 3.339 eV
LUMO energy ... 0.5360 eV
Maximum force ... 4.93 eV/Å

Last column: natural (NBO) charge in e.
Positions of all 11 atoms, in Å:
C1 0.604 1.310 1.583  -0.421
C2 0.673 1.176 0.290  -0.268
C3 -0.229 -0.526 -0.071  0.296
N1 -0.667 -2.122 -2.353  -0.987
O1 -0.806 -1.141 0.779  -0.570
S1 0.099 -0.743 -1.663  0.526
H1 0.897 2.246 2.025  0.208
H2 0.067 0.516 2.159  0.229
H3 1.227 1.742 -0.502  0.223
H4 -1.403 -1.884 -2.917  0.369
H5 -1.099 -2.819 -1.612  0.396


(17)
C3H5NOS | the ωB97M-V functional and the def2-TZVPD basis

Output
Frontier orbital gap ... 0.383 Ha
Relative energy (zero: lowest compared OMol25 entry of this formula, charge and spin) ... 3.373 eV
LUMO energy ... 0.1601 eV
Maximum force ... 4.81 eV/Å

Last column: natural (NBO) charge in e.
Positions of all 11 atoms, in Å:
C1 -2.401 -0.240 0.102  0.086
C2 0.197 -0.450 0.759  -0.710
C3 -0.486 0.465 -0.157  0.285
N1 -3.493 -0.558 0.111  -0.446
O1 -0.346 0.348 -1.549  -0.700
S1 -0.335 2.199 0.181  0.127
H1 -0.365 -1.464 0.897  0.265
H2 1.194 -0.501 0.418  0.234
H3 0.175 0.037 1.731  0.245
H4 -0.248 -0.579 -1.829  0.495
H5 -0.461 2.424 -1.006  0.119


(18)
C3H5NOS | the ωB97M-V functional and the def2-TZVPD basis

Output
Frontier orbital gap ... 0.312 Ha
Relative energy (zero: lowest compared OMol25 entry of this formula, charge and spin) ... 5.815 eV
LUMO energy ... 0.5794 eV
Maximum force ... 3.04 eV/Å

Last column: natural (NBO) charge in e.
Positions of all 11 atoms, in Å:
C1 0.855 -0.540 -0.083  -0.474
C2 0.753 0.749 0.715  -0.449
C3 -0.327 -0.330 -0.907  -0.296
N1 -1.641 -0.527 0.397  0.047
O1 -2.760 -0.751 0.085  -0.353
S1 -0.806 1.255 -0.189  0.384
H1 1.761 -0.479 -0.707  0.227
H2 0.651 -1.421 0.512  0.236
H3 0.456 0.964 1.750  0.238
H4 1.376 1.551 0.383  0.221
H5 -0.320 -0.471 -1.956  0.218


(19)
C3H5NOS | the ωB97M-V functional and the def2-TZVPD basis

Output
Frontier orbital gap ... 0.380 Ha
Relative energy (zero: lowest compared OMol25 entry of this formula, charge and spin) ... 2.735 eV
LUMO energy ... 0.9051 eV
Maximum force ... 3.94 eV/Å

Last column: natural (NBO) charge in e.
Positions of all 11 atoms, in Å:
C1 -2.486 -0.475 0.068  -0.367
C2 -1.524 -1.366 -0.418  -0.040
N1 -0.399 -1.132 0.190  -0.135
O1 -0.532 -0.054 1.041  -0.262
C3 -1.796 0.315 1.031  0.139
H1 -3.512 -0.422 -0.105  0.227
H2 -1.698 -2.097 -1.104  0.219
H3 -2.137 1.124 1.722  0.220
S1 3.928 -0.744 -0.965  -0.322
H4 3.355 -1.405 -2.060  0.152
H5 2.645 -0.617 -0.466  0.168


(20)
C3H5NOS | the ωB97M-V functional and the def2-TZVPD basis

Output
Frontier orbital gap ... 0.311 Ha
Relative energy (zero: lowest compared OMol25 entry of this formula, charge and spin) ... 5.354 eV
LUMO energy ... -0.2964 eV
Maximum force ... 7.82 eV/Å

Last column: natural (NBO) charge in e.
Positions of all 11 atoms, in Å:
C1 -0.130 -2.872 0.471  -0.140
N1 -0.271 -1.661 -0.205  -0.142
O1 -0.544 -0.538 0.669  -0.372
C2 -0.153 0.594 -0.199  0.220
C3 0.534 0.413 -1.588  -0.697
S1 0.235 2.061 0.527  -0.021
H1 -0.293 -3.132 1.696  0.212
H2 -0.253 -3.725 -0.245  0.209
H3 1.322 -0.214 -1.558  0.243
H4 0.424 1.419 -2.097  0.262
H5 -0.220 -0.201 -2.253  0.227